Record 1
Here is a molecular structure, C23H38BeN5Si4 from the Open Molecules 2025 dataset. Energies are from wB97M-V/def2-TZVPD.

The value obtained for the highest occupied orbital energy (alpha / beta) is -0.332 / -0.347 Ha. The orbital gap (alpha / beta) comes out at 0.1878 / 0.2272 Ha. The calculation puts the lowest unoccupied orbital energy (alpha / beta) at -3.9 / -3.3 eV. The charge is +1.

Each line ends with the Mulliken charge.
Cartesian coordinates (Å):
Be1 -0.82 1.81 -0.25  -1.5989
N1 0.63 4.66 2.07  0.0897
C1 -0.21 3.74 1.65  0.0923
N2 0.05 2.89 0.69  -0.0890
C2 1.33 2.97 0.03  0.3627
N3 1.49 2.29 -1.05  -0.8782
N4 0.34 1.62 -1.31  1.0499
C3 -0.14 1.23 -2.49  -0.1920
C4 -1.53 1.09 -2.43  0.3317
C5 -2.37 0.78 -3.52  -1.0450
C6 -3.72 0.85 -3.39  -0.4136
C7 -4.27 1.19 -2.13  -0.8201
C8 -3.44 1.42 -1.08  0.1104
N5 -2.08 1.38 -1.18  0.7377
C9 2.31 3.92 0.52  0.6640
C10 3.58 4.07 -0.04  -0.4525
C11 4.39 5.11 0.35  -0.7754
C12 3.97 6.01 1.32  -0.4525
C13 2.74 5.86 1.93  -0.9226
C14 1.92 4.82 1.52  0.1849
H1 0.35 5.30 2.80  0.2605
H2 -1.18 3.69 2.13  0.4962
H3 0.46 1.16 -3.39  0.4445
H4 -1.90 0.53 -4.47  0.4609
H5 -4.38 0.65 -4.22  0.4450
H6 -5.34 1.26 -2.00  0.4327
H7 -3.83 1.68 -0.11  0.4977
H8 3.88 3.36 -0.81  0.5238
H9 5.36 5.23 -0.11  0.4241
H10 4.60 6.84 1.60  0.4179
H11 2.41 6.54 2.70  0.3810
C15 -2.15 -4.34 0.90  -1.1352
Si1 -2.44 -2.63 0.14  0.6797
C16 -3.10 -2.92 -1.60  -0.9072
C17 -3.67 -1.64 1.20  -1.1272
Si2 -0.25 -1.74 0.16  -0.2042
Si3 0.73 -1.50 2.29  0.3755
C18 2.30 -0.44 2.21  -0.8539
C19 1.18 -3.20 3.00  -1.0620
C20 -0.57 -0.68 3.39  -0.8781
Si4 1.26 -2.42 -1.52  0.3656
C21 1.84 -4.15 -1.02  -1.0496
C22 2.75 -1.25 -1.56  -0.8222
C23 0.41 -2.52 -3.20  -0.8492
H12 -3.04 -4.97 0.80  0.3942
H13 -1.90 -4.30 1.96  0.2609
H14 -1.34 -4.85 0.38  0.2681
H15 -4.10 -3.36 -1.56  0.3996
H16 -2.46 -3.62 -2.14  0.2645
H17 -3.16 -2.01 -2.18  0.1464
H18 -4.68 -1.70 0.79  0.4042
H19 -3.40 -0.59 1.25  0.2100
H20 -3.70 -2.02 2.22  0.4199
H21 3.11 -0.98 1.71  0.3123
H22 2.65 -0.18 3.21  0.4156
H23 2.13 0.49 1.66  0.0448
H24 1.90 -3.71 2.37  0.2939
H25 0.30 -3.84 3.09  0.2542
H26 1.63 -3.11 4.00  0.3960
H27 -0.80 0.33 3.03  0.1333
H28 -0.25 -0.60 4.43  0.4112
H29 -1.50 -1.25 3.37  0.2327
H30 2.24 -4.17 0.00  0.2200
H31 2.62 -4.51 -1.69  0.3996
H32 1.01 -4.87 -1.06  0.2860
H33 3.30 -1.29 -0.62  0.2501
H34 2.44 -0.21 -1.72  0.0900
H35 3.44 -1.52 -2.36  0.4161
H36 -0.31 -3.35 -3.23  0.3220
H37 1.14 -2.69 -4.00  0.4076
H38 -0.13 -1.60 -3.43  0.0474

---

Record 2
Here is C4H6N4 in the gas phase in a non-equilibrium geometry from the Open Molecules 2025 dataset. Energies are from wB97M-V/def2-TZVPD.

The value obtained for the highest occupied orbital energy is -0.300 Ha. The orbital gap comes out at 0.2963 Ha. The calculation puts the lowest unoccupied orbital energy at -0.1 eV. As for the structure (SMILES): [H]/N=C1/C=CN=CNN1. The charge is 0.

Each line ends with the Mulliken charge.
Cartesian coordinates (Å):
H1 -0.18 1.17 2.87  0.1833
N1 -0.83 0.37 2.51  -0.6400
C1 -0.40 0.00 1.29  0.4618
C2 -0.98 -0.95 0.52  -0.5680
C3 -0.36 -1.51 -0.69  -0.1790
N2 0.38 -0.99 -1.76  -0.4784
C4 0.70 0.17 -1.73  0.1854
N3 0.64 1.01 -0.79  -0.1507
N4 0.59 0.72 0.49  -0.3194
H2 -1.64 -1.44 1.12  0.4067
H3 -0.96 -2.41 -0.93  0.3034
H4 0.76 0.55 -3.00  0.1950
H5 1.08 1.94 -1.04  0.3158
H6 1.22 1.36 1.15  0.2843

---

Record 3
Here is a molecular structure, C4H10BNO in a non-equilibrium geometry from the Open Molecules 2025 dataset. Energies are from wB97M-V/def2-TZVPD.

The value obtained for the highest occupied orbital energy is -0.323 Ha. The orbital gap comes out at 0.3444 Ha. The calculation puts the lowest unoccupied orbital energy at 0.6 eV. The charge is 0.

Each line ends with the Mulliken charge.
Cartesian coordinates (Å):
B1 1.66 -0.28 -0.20  0.5078
C1 -1.96 0.33 -1.27  -0.9220
C2 -0.88 -0.48 0.10  0.4968
C3 2.24 1.14 0.30  -0.8820
C4 -1.83 -1.00 1.13  -1.2245
N1 0.36 -0.70 0.25  -0.4620
O1 2.48 -1.16 -0.78  -0.5566
H1 -2.01 -0.22 -2.21  0.3020
H2 -1.50 1.34 -1.42  0.2781
H3 -2.77 0.65 -0.61  0.3371
H4 2.00 1.35 1.44  0.2319
H5 1.74 1.85 -0.20  0.3667
H6 3.32 1.22 0.01  0.2211
H7 -2.42 -0.10 1.67  0.2848
H8 -1.31 -1.37 1.95  0.4188
H9 -2.49 -1.77 0.82  0.2925
H10 3.36 -0.80 -0.98  0.3097

---

Record 4
Here is 2 unconnected molecules or ions with the total composition C6H15NO in a non-equilibrium geometry from the Open Molecules 2025 dataset. Energies are from wB97M-V/def2-TZVPD.

The value obtained for the highest occupied orbital energy is -0.321 Ha. The orbital gap comes out at 0.3564 Ha. The calculation puts the lowest unoccupied orbital energy at 1.0 eV. As for the structure (SMILES): C=CCCCCN.O. The charge is 0.

Each line ends with the Mulliken charge.
Cartesian coordinates (Å):
C1 -1.13 -3.46 0.48  -0.8623
C2 -1.33 -2.47 -0.36  -0.1268
C3 -0.31 -1.40 -0.39  -0.4201
C4 -1.02 -0.08 -0.20  -0.5793
C5 -0.65 0.67 0.98  -0.6351
C6 0.86 0.87 0.99  -0.3952
N1 1.54 -0.18 1.92  -0.5554
H1 -1.79 -4.37 0.48  0.2289
H2 -0.34 -3.66 1.14  0.2937
H3 -2.14 -2.40 -1.12  0.3357
H4 0.52 -1.80 0.33  0.2225
H5 0.27 -1.34 -1.25  0.4766
H6 -2.16 -0.36 0.17  0.2570
H7 -1.08 0.59 -1.10  0.3099
H8 -1.18 1.67 0.80  0.2656
H9 -1.06 0.08 1.88  0.3401
H10 1.68 0.70 0.12  0.2229
H11 1.22 1.92 1.51  0.2263
H12 2.26 0.12 2.53  0.2309
H13 0.76 -0.55 2.50  0.1642
O1 1.71 4.81 -3.83  -0.6160
H14 2.34 5.33 -3.42  0.3056
H15 1.02 5.33 -4.16  0.3102

---

no.,DFT total energy (Ha)
1,-2345.649854
2,-374.844439
3,-313.248743
4,-367.464755